# 1
Formula: C45H34B3NO10
Source: the Open Molecules 2025 dataset
Level of theory: ωB97M-V/def2-TZVPD

```
93
Properties=species:S:1:pos:R:3:forces:R:3
O 4.1172 -5.1831 -3.5120 0.01 -0.01 -0.01
C 3.0596 -4.6767 -3.1990 -0.08 0.05 0.04
C 2.3842 -3.6838 -4.0823 0.02 -0.03 -0.01
C 2.9674 -3.3655 -5.3032 -0.01 0.00 -0.01
C 2.3502 -2.4600 -6.1489 0.02 -0.01 0.00
C 1.1475 -1.8680 -5.7795 -0.02 0.00 0.01
C 0.5667 -2.1752 -4.5610 0.01 0.01 0.00
C 1.1828 -3.0818 -3.7064 -0.03 0.02 0.02
C 0.5426 -3.3813 -2.3923 0.08 -0.05 -0.01
O -0.4802 -2.8260 -2.0511 -0.09 0.06 0.05
C 1.2059 -4.3908 -1.5187 -0.02 0.01 0.00
C 0.6299 -4.7101 -0.2946 0.01 0.01 0.01
C 1.2284 -5.6485 0.5297 -0.01 0.03 0.01
C 2.4040 -6.2777 0.1348 -0.03 0.01 -0.03
C 2.9776 -5.9658 -1.0857 0.08 -0.01 0.05
C 2.3886 -5.0179 -1.9122 0.05 -0.01 -0.03
H 3.9021 -3.8403 -5.5686 0.00 0.00 -0.01
H 2.8048 -2.2135 -7.0995 0.00 0.00 0.00
H 0.6648 -1.1641 -6.4447 0.00 0.00 0.00
H -0.3649 -1.7228 -4.2496 0.00 0.01 0.00
H -0.2833 -4.2093 -0.0041 0.00 -0.01 0.00
H 0.7799 -5.8891 1.4846 0.00 0.00 0.00
H 2.8726 -7.0077 0.7817 -0.01 -0.01 0.00
H 3.8945 -6.4350 -1.4150 0.00 -0.01 0.03
O 5.3332 -1.6009 -0.6659 -0.01 0.01 -0.02
C 6.0325 -2.1085 0.1841 0.04 -0.04 0.07
C 6.5557 -3.4972 0.0321 -0.02 0.03 -0.03
C 6.2487 -4.2038 -1.1234 -0.06 -0.04 -0.05
C 6.7229 -5.4930 -1.2968 0.01 0.01 -0.01
C 7.5168 -6.0794 -0.3168 0.00 0.00 0.02
C 7.8239 -5.3817 0.8398 -0.02 0.00 0.00
C 7.3421 -4.0903 1.0208 0.02 -0.01 0.04
C 7.6727 -3.3680 2.2835 -0.05 0.04 -0.06
O 8.3214 -3.8951 3.1610 0.02 -0.01 0.01
C 7.1726 -1.9681 2.4241 0.03 -0.02 0.02
C 7.4894 -1.2565 3.5757 0.00 0.01 0.00
C 7.0490 0.0471 3.7261 0.01 -0.02 0.01
C 6.2891 0.6472 2.7277 -0.01 0.00 -0.02
C 5.9656 -0.0582 1.5817 0.00 0.00 0.01
C 6.4046 -1.3681 1.4257 -0.02 0.01 -0.04
H 5.6306 -3.7365 -1.8774 0.02 0.01 0.00
H 6.4684 -6.0349 -2.1987 0.00 0.01 0.00
H 7.8944 -7.0842 -0.4560 0.00 0.00 0.00
H 8.4342 -5.8182 1.6189 0.00 -0.01 0.00
H 8.0821 -1.7451 4.3371 0.00 0.01 0.00
H 7.2971 0.5999 4.6227 0.00 0.00 0.00
H 5.9487 1.6675 2.8469 0.00 0.00 0.00
H 5.3726 0.3843 0.7929 0.00 0.00 0.01
O -2.6945 5.1788 0.5226 0.01 -0.01 -0.02
C -3.4821 5.9331 1.0521 -0.05 0.05 0.04
C -3.0833 7.3131 1.4561 0.01 -0.03 -0.03
C -1.7862 7.7399 1.1947 0.00 0.01 0.00
C -1.3970 9.0218 1.5427 0.01 -0.02 -0.01
C -2.3011 9.8844 2.1532 -0.02 0.01 0.01
C -3.5917 9.4624 2.4223 0.01 0.00 0.01
C -3.9875 8.1752 2.0770 -0.03 0.01 0.02
C -5.3824 7.7437 2.3904 0.06 -0.05 -0.04
O -6.1540 8.4798 2.9654 -0.02 0.02 0.00
C -5.7873 6.3723 1.9649 -0.02 0.03 0.01
C -7.0882 5.9477 2.2107 0.00 -0.01 0.00
C -7.4906 4.6842 1.8129 -0.01 -0.01 0.02
C -6.5978 3.8331 1.1688 0.00 0.01 -0.05
C -5.3015 4.2533 0.9240 -0.02 0.01 0.00
C -4.8900 5.5200 1.3217 0.04 -0.02 -0.02
H -1.1027 7.0509 0.7172 0.00 0.01 0.00
H -0.3874 9.3532 1.3377 0.00 0.00 0.00
H -1.9955 10.8878 2.4196 0.00 0.00 0.00
H -4.3116 10.1127 2.9004 0.01 0.00 0.00
H -7.7655 6.6251 2.7129 0.00 -0.01 -0.01
H -8.5045 4.3573 2.0044 0.00 0.00 0.00
H -6.9125 2.8468 0.8503 0.02 -0.01 0.02
H -4.5854 3.6165 0.4249 0.00 -0.01 0.00
N -6.6223 1.4066 -2.6040 0.51 0.16 0.21
B -6.6218 0.3312 -1.6915 -0.65 -0.18 0.29
O -6.8977 -0.9682 -2.1110 0.78 0.04 -0.39
B -6.4771 -2.0036 -1.3101 -0.55 0.12 0.07
O -6.3793 -1.7817 0.0429 0.91 -0.28 0.01
B -5.9033 -0.5302 0.4210 -0.66 0.13 -0.12
C -4.8737 -0.3420 1.5785 -0.18 -0.02 0.10
C -3.8314 0.7616 1.3459 0.00 0.01 -0.06
C -2.5282 0.2748 0.6876 0.00 0.03 -0.01
O -2.2099 -1.0683 1.0386 -0.02 0.01 0.06
O -6.3640 0.5415 -0.3365 0.60 0.15 -0.13
H -6.3208 2.2965 -2.2349 -0.06 0.01 -0.03
H -6.2431 1.2567 -3.5255 -0.42 -0.09 -0.14
H -6.1501 -3.0422 -1.7890 -0.27 -0.08 0.05
H -5.4444 -0.1146 2.4877 -0.01 0.02 -0.02
H -4.3807 -1.2944 1.7716 -0.01 0.02 0.07
H -3.6006 1.2765 2.2792 0.03 -0.12 0.05
H -4.2560 1.5133 0.6779 0.04 0.10 0.11
H -2.5984 0.3789 -0.3996 -0.03 -0.11 0.00
H -1.7052 0.9148 1.0163 -0.03 0.06 -0.08
H -2.0228 -1.5644 0.2396 0.10 -0.04 -0.07
```
Positions in Å, forces in eV/Å.

Computed properties:
SMILES: O=C1c2ccccc2C(=O)c2ccccc21.O=C1c2ccccc2C(=O)c2ccccc21.O=C1c2ccccc2C(=O)c2ccccc21.NB1OBOB(CCCO)O1
E_tot: -2617.33681 Ha

Löwdin analysis output, partial charges in e: number 1, O, carries 0.092; number 2, C, carries -0.274; number 3, C, carries -0.079; number 4, C, carries 0.001; number 5, C, carries -0.055; number 6, C, carries -0.055; number 7, C, carries -0.001; number 8, C, carries -0.080; number 9, C, carries -0.272; number 10, O, carries 0.098; number 11, C, carries -0.079; number 12, C, carries 0.003; number 13, C, carries -0.051; number 14, C, carries -0.049; number 15, C, carries -0.003; number 16, C, carries -0.079; number 17, H, carries 0.121; number 18, H, carries 0.108; number 19, H, carries 0.108; number 20, H, carries 0.119; number 21, H, carries 0.117; number 22, H, carries 0.109; number 23, H, carries 0.109; number 24, H, carries 0.110; number 25, O, carries 0.108; number 26, C, carries -0.276; number 27, C, carries -0.078; number 28, C, carries -0.003; number 29, C, carries -0.060; number 30, C, carries -0.053; number 31, C, carries -0.002; number 32, C, carries -0.083; number 33, C, carries -0.278; number 34, O, carries 0.106; number 35, C, carries -0.083; number 36, C, carries -0.003; number 37, C, carries -0.058; number 38, C, carries -0.057; number 39, C, carries -0.002; number 40, C, carries -0.082; number 41, H, carries 0.111; number 42, H, carries 0.106; number 43, H, carries 0.107; number 44, H, carries 0.119; number 45, H, carries 0.120; number 46, H, carries 0.107; number 47, H, carries 0.107; number 48, H, carries 0.120; number 49, O, carries 0.106; number 50, C, carries -0.276; number 51, C, carries -0.083; number 52, C, carries -0.003; number 53, C, carries -0.058; number 54, C, carries -0.057; number 55, C, carries -0.002; number 56, C, carries -0.082; number 57, C, carries -0.277; number 58, O, carries 0.108; number 59, C, carries -0.083; number 60, C, carries -0.001; number 61, C, carries -0.050; number 62, C, carries -0.041; number 63, C, carries -0.001; number 64, C, carries -0.080; number 65, H, carries 0.120; number 66, H, carries 0.107; number 67, H, carries 0.107; number 68, H, carries 0.120; number 69, H, carries 0.120; number 70, H, carries 0.109; number 71, H, carries 0.101; number 72, H, carries 0.103; number 73, N, carries 0.236; number 74, B, carries -0.689; number 75, O, carries 0.257; number 76, B, carries -0.325; number 77, O, carries 0.258; number 78, B, carries -0.516; number 79, C, carries -0.047; number 80, C, carries -0.169; number 81, C, carries -0.236; number 82, O, carries -0.071; number 83, O, carries 0.265; number 84, H, carries 0.085; number 85, H, carries 0.091; number 86, H, carries 0.115; number 87, H, carries 0.122; number 88, H, carries 0.107; number 89, H, carries 0.113; number 90, H, carries 0.081; number 91, H, carries 0.120; number 92, H, carries 0.114; number 93, H, carries 0.074

---

# 2
Formula: C13H29Cl5Ge2O3W
Source: the Open Molecules 2025 dataset
Level of theory: ωB97M-V/def2-TZVPD

```
53
Properties=species:S:1:pos:R:3:forces:R:3
W -0.1883 -0.0574 -0.8542 1.99 0.84 1.50
C 3.9982 -0.8108 0.4138 -0.45 0.57 -0.23
C 2.8600 -1.7535 0.5126 1.83 -1.14 0.55
C 2.8200 -2.8179 -0.5183 -0.59 0.30 -0.30
C 2.5067 -2.1914 1.8877 -0.57 0.36 0.02
O 1.2902 -0.6204 0.0388 -1.00 -0.08 -0.64
Ge -0.1207 -0.1432 1.9413 -0.38 -0.04 -0.77
O -0.5618 1.1912 0.5219 0.40 0.16 0.57
C -0.0425 2.9551 0.8669 0.19 1.36 0.25
C -1.3123 3.6833 0.6007 -0.23 -0.47 -0.16
C 0.3524 2.8740 2.3059 -0.06 -0.49 0.06
C 1.0807 3.2682 -0.0602 0.00 -0.44 -0.27
O -1.2165 -1.0612 0.4381 -0.63 -0.44 0.02
C -2.9780 -1.1045 0.9714 -0.91 0.05 0.55
C -2.8321 -0.8558 2.4485 0.42 0.10 0.00
C -3.4551 -2.4801 0.6609 0.42 -0.10 -0.15
C -3.6737 -0.0021 0.2399 0.29 0.09 -0.24
H 4.8639 -1.3737 0.7883 0.00 -0.02 0.01
H 3.8923 0.0658 1.0513 0.03 -0.05 0.08
H 4.2209 -0.5090 -0.6068 0.05 -0.05 -0.02
H 3.7044 -3.4346 -0.3095 0.01 0.01 0.00
H 2.9360 -2.4363 -1.5309 0.09 0.00 0.01
H 1.9489 -3.4668 -0.4395 0.03 -0.03 0.05
H 3.2861 -2.9171 2.1574 0.00 -0.01 -0.02
H 1.5606 -2.7355 1.9420 0.05 -0.04 -0.01
H 2.5628 -1.3968 2.6336 0.04 -0.01 -0.03
H -2.1231 3.3836 1.2622 0.01 0.04 0.06
H -1.6298 3.6090 -0.4387 0.03 0.06 -0.02
H -1.0987 4.7409 0.7976 0.01 0.00 0.00
H -0.4477 2.5199 2.9628 -0.03 0.07 -0.03
H 0.5538 3.9046 2.6230 0.00 0.00 -0.02
H 1.2821 2.3220 2.4751 0.00 0.04 -0.02
H 0.7747 3.2949 -1.1067 -0.03 0.04 0.04
H 1.9497 2.6213 0.0722 -0.02 0.04 0.06
H 1.3967 4.2848 0.2036 -0.01 -0.01 0.00
H -2.1336 -1.5410 2.9420 -0.08 -0.05 -0.02
H -3.7986 -1.0668 2.9202 -0.02 0.05 -0.04
H -2.6202 0.1959 2.6897 0.00 -0.02 -0.01
H -2.8716 -3.2583 1.1479 -0.03 0.00 0.09
H -3.5391 -2.6769 -0.4031 -0.07 0.01 -0.02
H -4.4728 -2.5282 1.0671 0.00 0.00 -0.01
H -3.1420 0.9502 0.2775 -0.03 -0.05 0.09
H -4.6217 0.1526 0.7685 -0.01 -0.04 -0.03
H -3.9172 -0.2599 -0.7894 0.02 0.00 0.01
Cl 1.9760 0.5725 -2.2997 -0.02 0.41 -0.34
C 1.7356 1.5159 -3.7440 0.07 -0.13 0.25
Cl -1.1225 1.2199 -2.4039 -0.35 -0.13 -0.44
H 1.3068 1.0071 -4.5911 0.02 -0.02 -0.04
H 2.2002 2.4885 -3.7224 0.03 0.02 -0.05
Cl -2.8091 -1.9632 -2.9156 -0.20 0.02 -0.10
Ge -1.0173 -2.6223 -2.1453 -0.73 -0.77 -0.29
Cl 0.5991 -2.2319 -3.3733 0.30 0.13 -0.04
Cl -0.9479 -4.2681 -0.9283 0.13 -0.12 0.10
```
Positions in Å, forces in eV/Å.

Computed properties:
Charge: +4
Spin multiplicity: 3
E_tot: -7258.70299 Ha

Löwdin analysis output, partial charges in e: number 1, W, carries 1.182; number 2, C, carries -0.004; number 3, C, carries -0.343; number 4, C, carries -0.022; number 5, C, carries -0.040; number 6, O, carries -0.601; number 7, Ge, carries 1.363; number 8, O, carries -0.620; number 9, C, carries -0.389; number 10, C, carries 0.001; number 11, C, carries -0.049; number 12, C, carries -0.026; number 13, O, carries -0.644; number 14, C, carries -0.397; number 15, C, carries -0.069; number 16, C, carries -0.035; number 17, C, carries -0.014; number 18, H, carries 0.152; number 19, H, carries 0.111; number 20, H, carries 0.093; number 21, H, carries 0.153; number 22, H, carries 0.079; number 23, H, carries 0.074; number 24, H, carries 0.153; number 25, H, carries 0.100; number 26, H, carries 0.097; number 27, H, carries 0.111; number 28, H, carries 0.096; number 29, H, carries 0.147; number 30, H, carries 0.100; number 31, H, carries 0.151; number 32, H, carries 0.097; number 33, H, carries 0.082; number 34, H, carries 0.092; number 35, H, carries 0.146; number 36, H, carries 0.094; number 37, H, carries 0.150; number 38, H, carries 0.094; number 39, H, carries 0.098; number 40, H, carries 0.039; number 41, H, carries 0.148; number 42, H, carries 0.079; number 43, H, carries 0.145; number 44, H, carries 0.079; number 45, Cl, carries 0.598; number 46, C, carries -0.286; number 47, Cl, carries 0.303; number 48, H, carries 0.042; number 49, H, carries 0.053; number 50, Cl, carries 0.427; number 51, Ge, carries -0.245; number 52, Cl, carries 0.406; number 53, Cl, carries 0.447